9
Properties=species:S:1:pos:R:3 method="wB97M-V/def2-TZVPD" orbital_gap_ev="8.1 / 7.8" relative_energy_kcal_mol=165.5 e_lumo_ev="-0.84 / -1.54"
C 0.16783 -0.73955 1.56233
C -0.60376 -0.53702 -0.27069
O -1.03918 1.81521 -1.26431
S 1.05393 0.28849 -2.35569
S -0.01986 0.88376 -0.90616
H -0.22156 -1.63630 2.14194
H 0.58281 0.14338 1.80411
H -0.76348 -1.44808 -0.76172
H 0.84328 1.23011 0.05020